No. 1
Below is a 9-piece molecular cluster, C62H115N11O10 overall at a distorted geometry, with properties calculated with ωB97M-V with the def2-TZVPD basis set.

Geometry (Å):
O1 0.41672 13.07754 2.18677
C1 0.62725 13.23522 1.03118
C2 -0.10466 14.23772 0.16316
C3 -1.17565 14.99891 0.72452
C4 -1.92724 15.90760 -0.09997
C5 -1.56115 15.99455 -1.44752
C6 -0.54242 15.24159 -1.94043
C7 0.17686 14.37509 -1.19576
C8 1.18792 13.41722 -1.84338
O2 1.30186 13.42835 -3.03926
C9 2.07507 12.58787 -0.99697
C10 3.23509 12.10002 -1.58422
C11 4.03612 11.36752 -0.71624
C12 3.78658 11.25320 0.65489
C13 2.65238 11.75709 1.21236
C14 1.76221 12.46488 0.38930
H1 -1.31364 14.84587 1.78468
H2 -2.77099 16.30182 0.44691
H3 -2.21761 16.60889 -2.04589
H4 -0.37090 15.29198 -3.00554
H5 3.52532 12.19204 -2.62042
H6 4.89748 10.92424 -1.19369
H7 4.50661 10.76428 1.29437
H8 2.63487 11.76220 2.29220
C15 -6.23357 18.33118 -3.74620
C16 -6.86281 16.92357 -3.74202
C17 -5.72299 15.96731 -3.41501
C18 -7.90112 16.89216 -2.51639
C19 -8.51189 15.49402 -2.57810
C20 -9.38484 15.29767 -3.83490
C21 -8.56140 15.37944 -5.12829
C22 -7.68509 14.14016 -5.39675
C23 -9.49500 15.69549 -6.37921
N1 -7.61986 16.54473 -4.97059
O3 -6.97960 16.74349 -6.21827
H9 -5.35269 18.48424 -3.12272
H10 -5.93712 18.69575 -4.72972
H11 -7.02195 19.03894 -3.49002
H12 -5.01245 15.85989 -4.23457
H13 -4.99980 16.11458 -2.61288
H14 -6.03615 14.92330 -3.40595
H15 -7.36173 17.10583 -1.59363
H16 -8.75966 17.55100 -2.64655
H17 -7.83444 14.66043 -2.39285
H18 -9.29016 15.51637 -1.81528
H19 -10.19364 16.02563 -3.77147
H20 -9.78220 14.32495 -3.54502
H21 -7.34127 13.68787 -4.46652
H22 -6.80308 14.20579 -6.03382
H23 -8.29354 13.40528 -5.92385
H24 -10.17077 16.54811 -6.31251
H25 -10.12156 14.80391 -6.35434
H26 -8.91191 15.75310 -7.29833
H27 -7.55157 17.36282 -6.67750
C24 -0.36346 19.12485 -7.00949
C25 -0.97449 19.10099 -5.62228
C26 -1.28246 17.63399 -5.12890
C27 0.10340 19.66320 -4.64882
C28 0.25641 21.24825 -4.55071
C29 -1.14652 21.77270 -4.38938
C30 -2.26658 21.40424 -5.45910
C31 -3.66264 21.83947 -4.78001
C32 -2.06413 22.24113 -6.83895
N2 -2.18946 19.91539 -5.47860
O4 -3.21926 19.26997 -6.24056
H28 0.54036 18.51612 -7.03534
H29 -1.12563 18.78483 -7.71061
H30 -0.05046 20.16744 -7.06545
H31 -0.38929 17.01140 -5.07668
H32 -1.64173 17.38184 -4.13119
H33 -1.94241 17.22326 -5.89301
H34 0.08246 19.18498 -3.66955
H35 1.04482 19.33494 -5.08936
H36 0.86640 21.74538 -3.79648
H37 0.69968 21.61989 -5.47455
H38 -1.06633 22.85879 -4.43489
H39 -1.41416 21.44849 -3.38371
H40 -4.54475 21.32491 -5.16109
H41 -3.88854 22.90579 -4.77545
H42 -3.73515 21.63297 -3.71221
H43 -3.05573 22.16903 -7.28577
H44 -1.25263 21.80095 -7.41842
H45 -1.93027 23.28946 -6.57211
H46 -3.97484 19.25524 -5.64855
C33 -1.22047 11.67614 7.11932
C34 -0.40313 10.81686 6.10523
C35 0.70148 11.72851 5.55544
C36 0.15536 9.71748 7.07717
C37 0.87100 8.58777 6.32077
C38 -0.20561 8.02614 5.38285
C39 -0.79287 8.99095 4.40565
C40 0.32619 9.35051 3.22970
C41 -2.08044 8.28632 3.78564
N3 -1.27370 10.19164 5.07181
O5 -2.16675 11.03208 4.44077
H47 -2.18530 11.16909 7.12989
H48 -0.71628 11.97883 8.03707
H49 -1.57647 12.58607 6.63622
H50 0.30624 12.29337 4.71114
H51 1.19664 12.20372 6.40225
H52 1.55387 11.16931 5.16970
H53 1.01085 10.07808 7.64832
H54 -0.64429 9.37196 7.73234
H55 1.71400 8.86468 5.68770
H56 1.28313 7.90502 7.06380
H57 -0.88796 7.50107 6.05127
H58 0.37795 7.31654 4.79631
H59 1.20536 9.85450 3.63115
H60 -0.07626 10.08893 2.53627
H61 0.69947 8.41671 2.80923
H62 -2.75629 7.92992 4.56301
H63 -1.71807 7.43034 3.21633
H64 -2.58150 8.92892 3.06169
H65 -1.59540 11.38602 3.75529
C42 6.60799 14.34149 -2.27126
C43 6.52172 14.41267 -3.83047
C44 6.63118 15.94130 -4.25242
C45 7.64166 13.54971 -4.36049
C46 7.49600 13.33560 -5.91521
C47 6.24587 12.50748 -6.13425
C48 4.95810 13.15054 -5.54027
C49 4.28698 14.18275 -6.58570
C50 3.82679 12.01228 -5.37527
N4 5.20988 13.79093 -4.25088
O6 4.11552 14.32498 -3.71726
H66 5.72043 14.72936 -1.77139
H67 6.75817 13.31120 -1.94869
H68 7.48485 14.89374 -1.93327
H69 6.28853 16.12603 -5.27054
H70 5.84113 16.39391 -3.65321
H71 7.62222 16.38424 -4.15360
H72 8.55938 14.12253 -4.22713
H73 7.84051 12.60413 -3.85607
H74 7.38754 14.29253 -6.42572
H75 8.42667 12.94855 -6.33011
H76 6.48883 11.49658 -5.80693
H77 6.24917 12.48229 -7.22395
H78 4.96938 14.96538 -6.91724
H79 3.32284 14.59673 -6.29047
H80 3.93289 13.63576 -7.45949
H81 4.18186 11.18709 -4.75796
H82 3.56088 11.47845 -6.28764
H83 2.89061 12.30578 -4.90038
H84 4.02465 13.79302 -2.92330
C51 3.16309 20.76077 0.45201
C52 3.31626 19.53844 1.36909
C53 4.34746 18.54443 0.68694
C54 3.97589 20.08669 2.65637
C55 2.87317 20.24427 3.76123
C56 2.31881 18.83284 3.96999
C57 1.44391 18.35805 2.75995
C58 1.62736 16.82997 2.71533
C59 -0.01869 18.79251 2.92190
N5 1.98456 18.95264 1.47552
O7 1.40426 18.49603 0.27798
H85 3.99470 21.43303 0.24091
H86 2.66881 20.47717 -0.47717
H87 2.53555 21.45324 1.01305
H88 5.40170 18.70639 0.91153
H89 4.20071 17.57048 1.15383
H90 4.27459 18.54886 -0.40062
H91 4.72221 19.36387 2.98597
H92 4.55756 21.00119 2.54047
H93 3.30973 20.58123 4.70144
H94 2.21164 20.99348 3.32630
H95 1.77332 18.77948 4.91217
H96 3.12846 18.11846 4.11908
H97 0.98577 16.49493 1.90034
H98 1.35218 16.24156 3.59063
H99 2.64291 16.51833 2.47113
H100 -0.61442 18.65700 2.01922
H101 -0.17056 19.83467 3.20288
H102 -0.44475 18.17477 3.71245
H103 1.72523 17.59163 0.25256
N6 0.52353 13.44570 -6.34542
C60 -0.58279 13.14452 -5.64319
N7 -0.52681 11.90700 -5.10964
O8 -1.54808 13.90974 -5.63609
H104 0.57638 14.35242 -6.78719
H105 1.40238 12.96416 -6.21954
H106 -1.18332 11.47458 -4.47553
H107 0.41942 11.55405 -5.09624
N8 6.16735 9.88051 3.52948
C61 5.44836 8.86279 3.19141
N9 4.31065 8.99375 3.77186
O9 5.81815 7.86179 2.59198
H108 6.97600 9.95448 2.92889
H109 5.78962 10.69886 3.98526
H110 3.80001 8.13906 3.60202
H111 4.10081 9.81352 4.32327
N10 3.44237 13.08890 6.37267
C62 3.80432 12.93065 5.09043
N11 3.64788 14.02048 4.43022
O10 4.21695 11.90872 4.56280
H112 3.21400 13.96745 6.81549
H113 3.20854 12.20973 6.81141
H114 3.13193 14.73151 4.92856
H115 3.82248 14.03756 3.43558

Atoms 1-3, force components in eV/Å:
-0.9 -0.1 2.3
0.9 0.3 -2.8
-1.2 0.5 0.9

* molar mass: 1174.7 g mol⁻¹
* calculated total energy: -3785.766136 Ha
* SMILES: O=C1c2ccccc2C(=O)c2ccccc21.CC1(C)CCCC(C)(C)N1O.CC1(C)CCCC(C)(C)N1O.CC1(C)CCCC(C)(C)N1O.CC1(C)CCCC(C)(C)N1O.CC1(C)CCCC(C)(C)N1O.NC(N)=O.NC(N)=O.NC(N)=O
* HOMO-LUMO gap: 6.748 eV
* highest occupied orbital energy: -7.9 eV

No. 2
Below is a 8-piece molecular cluster, C62H128N7O4 overall at a distorted geometry, with properties calculated with ωB97M-V with the def2-TZVPD basis set.

Geometry (Å):
C1 -1.21173 -20.11986 31.20136
C2 0.12267 -20.38509 31.45893
C3 1.25473 -19.49266 31.00405
O1 2.45295 -19.75496 31.30345
C4 0.92453 -18.29504 30.37514
C5 -0.44603 -17.89935 30.04368
C6 -1.52604 -19.00813 30.37494
O2 -2.61736 -18.90806 29.76139
O3 -0.86618 -16.78210 29.75825
O4 0.39761 -21.57018 31.84318
H1 -1.97738 -20.85312 31.41564
H2 1.69674 -17.68386 29.91645
C7 -6.56674 -20.76023 31.52394
C8 -5.97939 -19.80207 32.60587
C9 -4.96659 -18.81495 32.03595
N1 -4.41602 -17.75965 33.01561
C10 -3.40694 -18.41731 33.93693
C11 -5.59807 -17.18182 33.74776
C12 -5.12691 -15.80413 34.20852
C13 -4.30402 -15.27830 33.03710
C14 -3.88572 -16.52663 32.26410
H3 -5.71818 -20.94779 30.85610
H4 -7.45435 -20.50244 30.95158
H5 -6.75456 -21.73429 31.97470
H6 -5.44767 -20.48819 33.26792
H7 -6.76501 -19.35463 33.21136
H8 -5.31647 -18.28142 31.15298
H9 -4.10021 -19.35231 31.64566
H10 -2.70455 -18.93547 33.28573
H11 -3.95591 -19.06344 34.61328
H12 -2.91655 -17.57267 34.41569
H13 -5.72990 -17.73939 34.67548
H14 -6.53148 -17.18475 33.19131
H15 -4.52946 -16.01250 35.09718
H16 -5.94062 -15.15563 34.52544
H17 -3.49443 -14.69828 33.48111
H18 -4.86625 -14.59036 32.40804
H19 -2.80564 -16.68413 32.26932
H20 -4.18272 -16.52834 31.21929
C15 -5.69714 -27.10166 29.43489
C16 -4.75287 -26.35435 28.49137
C17 -5.03079 -24.83840 28.52300
N2 -3.87425 -23.95440 27.99615
C18 -3.37317 -24.51261 26.66579
C19 -4.38272 -22.47985 27.87351
C20 -3.19581 -21.63859 28.37889
C21 -2.05191 -22.56937 28.64329
C22 -2.64549 -23.93280 28.92137
H21 -6.65419 -26.61280 29.59196
H22 -5.17202 -27.00870 30.39146
H23 -5.68521 -28.16068 29.19654
H24 -4.86718 -26.60317 27.43274
H25 -3.69389 -26.56368 28.65967
H26 -5.30983 -24.44260 29.49981
H27 -5.80520 -24.56183 27.80713
H28 -4.06327 -24.31177 25.85012
H29 -3.10607 -25.55865 26.75522
H30 -2.48904 -23.89981 26.49430
H31 -4.61279 -22.37767 26.81384
H32 -5.30945 -22.37569 28.43229
H33 -2.92127 -20.84219 27.68747
H34 -3.48090 -21.09971 29.28314
H35 -1.35255 -22.56747 27.80800
H36 -1.60943 -22.12807 29.53970
H37 -1.99613 -24.76033 28.64954
H38 -3.03373 -24.05203 29.93183
C23 2.55858 -24.17548 28.13950
C24 1.93435 -24.83850 29.37341
C25 2.68706 -24.41948 30.61932
N3 2.22872 -25.18158 31.87380
C26 2.50645 -26.67088 31.81124
C27 0.69131 -25.07508 32.04713
C28 0.38606 -25.02561 33.53870
C29 1.59960 -24.32917 34.14684
C30 2.75509 -24.60143 33.15731
H39 3.41648 -24.71047 27.73589
H40 2.89194 -23.14721 28.30003
H41 1.82880 -24.12614 27.32836
H42 2.07340 -25.90790 29.20170
H43 0.88010 -24.64266 29.55745
H44 2.42492 -23.38109 30.84445
H45 3.77457 -24.46173 30.65854
H46 3.52923 -26.90008 31.51679
H47 1.86167 -27.01687 31.00634
H48 2.26438 -27.22758 32.71263
H49 0.25114 -25.93739 31.55386
H50 0.37170 -24.13443 31.59554
H51 0.40615 -26.04035 33.94487
H52 -0.58138 -24.60088 33.79051
H53 1.81831 -24.64449 35.16450
H54 1.42491 -23.25470 34.21529
H55 3.56924 -25.13887 33.64124
H56 3.23475 -23.66119 32.87997
C31 -9.16050 -18.65113 23.30693
C32 -9.04216 -18.43727 24.83326
C33 -7.64093 -17.92532 25.12185
N4 -7.31438 -17.65578 26.58037
C34 -8.27376 -16.63708 27.13042
C35 -5.86016 -17.17369 26.75237
C36 -5.21383 -17.83977 27.91776
C37 -6.32550 -18.64230 28.63847
C38 -7.30879 -18.90925 27.47847
H57 -10.09855 -19.10216 22.99564
H58 -8.32413 -19.29679 23.03189
H59 -9.05320 -17.73057 22.73247
H60 -9.21091 -19.39819 25.32676
H61 -9.81392 -17.77834 25.23166
H62 -7.50160 -16.99476 24.57108
H63 -6.97727 -18.68360 24.70435
H64 -8.14618 -15.81750 26.42027
H65 -7.95989 -16.23393 28.08897
H66 -9.27309 -17.04820 27.05526
H67 -5.86869 -16.08982 26.81363
H68 -5.33321 -17.56643 25.88215
H69 -4.68153 -17.05075 28.45548
H70 -4.38618 -18.52744 27.73447
H71 -6.73544 -18.04972 29.45700
H72 -6.00426 -19.58547 29.07240
H73 -8.29095 -19.08011 27.91226
H74 -6.92973 -19.72145 26.86227
C39 2.62350 -11.86187 35.52727
C40 1.58020 -11.78151 34.41699
C41 1.81199 -12.91277 33.39792
N5 0.66404 -13.03051 32.37700
C42 -0.61404 -13.44975 33.05792
C43 0.50023 -11.80594 31.53083
C44 1.51107 -11.94013 30.40639
C45 1.38949 -13.40814 29.99813
C46 0.89186 -14.13331 31.28904
H75 2.34023 -12.68477 36.18838
H76 2.53823 -11.03463 36.24090
H77 3.69462 -11.78322 35.34428
H78 1.62413 -10.80665 33.93084
H79 0.59660 -11.83860 34.87963
H80 1.76090 -13.89899 33.85915
H81 2.72021 -12.81734 32.80618
H82 -0.93837 -12.67539 33.74708
H83 -0.54611 -14.42707 33.53379
H84 -1.38244 -13.59521 32.29919
H85 -0.50244 -11.62254 31.14272
H86 0.66652 -10.88455 32.09006
H87 1.12238 -11.38253 29.55600
H88 2.50221 -11.61172 30.70786
H89 0.63843 -13.59624 29.23365
H90 2.27214 -14.00704 29.78084
H91 0.07486 -14.84565 31.20536
H92 1.72797 -14.68871 31.71945
C47 5.40305 -17.70198 24.96082
C48 4.30010 -18.05890 25.99631
C49 2.99835 -18.44793 25.33275
N6 1.80822 -18.63317 26.27501
C50 1.31882 -17.33552 26.93824
C51 2.03929 -19.76396 27.23812
C52 0.80970 -20.56572 27.49365
C53 -0.22786 -19.97804 26.51317
C54 0.61349 -19.18281 25.47959
H93 5.02219 -17.04826 24.17140
H94 5.65142 -18.63921 24.46319
H95 6.25125 -17.12800 25.32303
H96 4.20822 -17.13423 26.57438
H97 4.62117 -18.83006 26.69625
H98 3.07024 -19.40442 24.81767
H99 2.49740 -17.70518 24.70802
H100 0.37977 -17.45879 27.47141
H101 1.24350 -16.60486 26.13825
H102 2.11471 -17.18816 27.66421
H103 2.49923 -19.49185 28.19138
H104 2.78558 -20.42520 26.79390
H105 0.40227 -20.58252 28.50488
H106 0.93684 -21.62312 27.25664
H107 -0.94611 -19.33058 27.01507
H108 -0.73671 -20.76322 25.95430
H109 0.07625 -18.30062 25.13257
H110 0.89148 -19.76372 24.60339
C55 5.06495 -16.16555 29.92034
C56 5.45917 -16.33028 31.38690
C57 5.18403 -17.75237 32.00288
N7 4.79917 -17.78371 33.46875
C58 3.44003 -17.10753 33.58479
C59 5.82633 -17.02601 34.26109
C60 5.76906 -17.60565 35.67351
C61 4.90833 -18.89142 35.56105
C62 4.99012 -19.17982 34.09004
H111 4.14327 -16.69755 29.65785
H112 5.84833 -16.54512 29.26859
H113 4.79487 -15.12828 29.72598
H114 5.07654 -15.49350 31.97208
H115 6.54425 -16.29313 31.48481
H116 6.14049 -18.25742 31.89623
H117 4.40609 -18.21236 31.39258
H118 3.52505 -16.09041 33.20587
H119 3.15145 -16.99693 34.62656
H120 2.79448 -17.66316 32.90473
H121 5.58999 -15.96344 34.20414
H122 6.83628 -17.08564 33.85444
H123 5.35302 -16.91914 36.41920
H124 6.67474 -17.78037 36.25693
H125 3.90818 -18.75459 35.97329
H126 5.29444 -19.66445 36.22506
H127 4.10763 -19.66696 33.66707
H128 5.93152 -19.51406 33.66506

Atoms 1-3, force components in eV/Å:
-0.6 2.6 -0.7
0.4 -4.2 0.3
1.6 1.0 0.9

* molar mass: 1035.8 g mol⁻¹
* calculated total energy: -3121.566898 Ha
* HOMO-LUMO gap: 7.275 eV
* energy relative to the best compared isomer or geometry (same formula, charge and spin): 0.000 eV
* total charge: +5
* highest occupied orbital energy: -15.8 eV